Here is a molecular structure, C2H6AgO2 from the Open Molecules 2025 dataset. Energies are from ωB97M-V/def2-TZVPD.

Element x y z (Å)
O 0.649 -2.670 -0.166
O -1.168 -0.080 0.547
H -2.131 -0.053 0.490
Ag -0.255 -1.774 1.205
H 0.412 -2.794 -1.083
C -0.581 0.819 -0.352
C 0.811 1.191 -0.025
H -1.299 1.504 -0.803
H 0.962 1.351 1.059
H 1.521 0.396 -0.312
H 1.077 2.109 -0.560

Results
highest occupied orbital energy (spin up / spin down): -12.38 / -16.17 eV
calculated total energy: -376.7991 Eh
charge: +1
gap between HOMO and LUMO (spin up / spin down): 7.26 / 8.52 eV
LUMO (spin up / spin down): -0.1884 / -0.2812 Ha
spin multiplicity: 3
expectation value of S²: 2.01